Record 1
Density functional theory data (ωB97M-V with the def2-TZVPD basis set) for CClN3O12Zr2 as an isolated structure at a distorted geometry.

CARTESIAN COORDINATES (ANGSTROEM)
Zr (1.90073, -2.41027, -1.31848)
Zr (-3.40268, -0.63413, 0.39757)
Cl (2.91657, -1.54723, -3.31864)
O (-1.14402, 0.00311, -0.60115)
O (0.24778, -0.91297, 2.61307)
O (0.89076, -0.54043, -1.42595)
O (-1.20930, -0.13804, 3.90217)
O (0.12150, 1.41064, -1.54073)
O (3.23539, -1.45612, -0.10899)
O (-4.15497, 3.54290, -2.06744)
O (-2.09227, 3.33825, -1.83012)
O (3.35815, -0.77163, 1.99325)
O (4.88708, -2.12270, 1.31894)
O (-3.45695, 1.83756, -1.03394)
O (-1.78187, -0.71812, 1.86432)
N (-0.92465, -0.68552, 2.86883)
N (-0.09836, 0.31358, -1.16307)
N (-3.19600, 2.92131, -1.62426)
C (3.90311, -1.43019, 1.07462)

Calculated values
- energy (eV) = -45120.108
- gap between HOMO and LUMO (eV) = 1.742
- HOMO level (hartree) = -0.5337
- F_max (eV/Å) = 7.687
- net charge = +2

Record 2
Density functional theory data (ωB97M-V with the def2-TZVPD basis set) for one molecule with the formula CClN3S at a distorted geometry.

CARTESIAN COORDINATES (ANGSTROEM)
Cl (0.50036, 2.50016, -0.32942)
S (-0.59532, -1.24883, 1.05409)
N (0.36100, -0.90911, -1.27327)
N (-0.34330, 0.36923, 1.01044)
N (-0.06126, -1.65961, -0.48547)
C (0.13852, 0.94816, 0.02363)

Calculated values
- energy (eV) = -28861.602
- gap between HOMO and LUMO (eV) = 8.794
- HOMO level (hartree) = -0.3253
- F_max (eV/Å) = 3.398